This record from the Open Molecules 2025 dataset describes C5H8O2 as an isolated structure. The level of theory is ωB97M-V/def2-TZVPD.

Output
E_LUMO = 0.82 eV
net charge = 0
HOMO level = -8.55 eV

Last column: natural (NBO) charge in e.
Element x y z (Å)
C1 -1.301 1.241 -0.300  -0.60
C2 -0.189 0.286 0.038  -0.21
C3 -0.105 -0.525 1.317  -0.07
O1 1.339 -0.367 1.298  -0.55
C4 1.283 0.667 0.340  0.12
C5 0.562 -0.447 -1.035  0.03
O2 0.780 -1.807 -0.944  -0.69
H1 -1.417 1.995 0.485  0.22
H2 -1.088 1.767 -1.237  0.22
H3 -2.254 0.711 -0.418  0.22
H4 -0.421 -1.574 1.283  0.19
H5 -0.528 -0.023 2.193  0.19
H6 1.691 0.143 -0.843  0.23
H7 0.361 -0.120 -2.054  0.22
H8 1.285 -1.948 -0.122  0.48

***

This record from the Open Molecules 2025 dataset describes a 13-piece molecular cluster, C15H56N18O13 overall at a distorted geometry. The level of theory is ωB97M-V/def2-TZVPD.

Output
E_LUMO = -0.48 eV
net charge = 0
HOMO level = -7.77 eV

Last column: Löwdin charge in e.
Element x y z (Å)
C1 -15.511 6.485 -6.089  -0.08
C2 -15.573 6.615 -7.611  -0.34
O1 -15.697 5.348 -8.131  -0.08
H1 -16.387 5.806 -5.928  0.08
H2 -15.698 7.344 -5.526  0.00
H3 -14.624 5.958 -5.642  0.09
H4 -14.801 7.198 -8.020  0.08
H5 -16.498 7.121 -7.850  0.08
H6 -16.260 4.685 -7.661  0.12
C3 -11.543 8.771 -6.991  -0.10
C4 -11.012 8.881 -8.375  -0.26
O2 -11.998 9.508 -9.295  -0.14
H7 -11.805 9.765 -6.517  0.06
H8 -10.925 8.317 -6.172  0.07
H9 -12.416 8.101 -6.986  0.07
H10 -10.740 7.848 -8.746  0.13
H11 -10.201 9.474 -8.627  0.06
H12 -12.226 10.447 -9.123  0.00
C5 -15.400 13.426 -10.030  -0.63
O3 -15.091 14.735 -10.075  -0.10
N1 -15.773 12.689 -11.089  0.13
N2 -15.247 12.647 -8.984  0.16
H13 -16.359 13.117 -11.819  0.12
H14 -15.929 11.643 -10.998  0.06
H15 -14.863 13.113 -8.189  0.04
H16 -15.352 11.619 -8.826  0.06
C6 -11.893 13.088 -3.728  -0.50
O4 -11.965 14.502 -3.925  -0.17
N3 -11.234 12.290 -4.578  0.15
N4 -12.432 12.426 -2.697  0.14
H17 -10.496 12.804 -5.069  0.13
H18 -11.751 11.588 -5.053  0.04
H19 -13.110 12.869 -2.035  0.13
H20 -12.633 11.390 -2.797  0.01
C7 -16.247 9.672 -2.809  -0.60
O5 -16.861 8.982 -3.784  -0.09
N5 -16.161 9.112 -1.631  0.18
N6 -15.659 10.818 -2.925  0.19
H21 -16.789 8.339 -1.491  0.13
H22 -15.442 9.371 -0.918  0.14
H23 -15.795 11.197 -3.864  0.10
H24 -15.188 11.353 -2.248  0.11
C8 -15.448 15.603 -3.879  -0.62
O6 -15.690 14.240 -3.892  -0.15
N7 -16.421 16.468 -3.734  0.12
N8 -14.301 16.197 -4.093  0.18
H25 -17.491 16.100 -3.610  0.20
H26 -16.242 17.436 -3.549  0.09
H27 -13.494 15.558 -4.183  0.07
H28 -14.105 17.165 -4.085  0.11
C9 -16.364 9.827 -9.683  -0.56
O7 -17.611 9.543 -9.102  -0.10
N9 -15.326 9.978 -8.919  0.16
N10 -16.198 9.885 -10.953  0.17
H29 -15.388 9.736 -7.908  0.09
H30 -14.383 9.854 -9.282  0.12
H31 -17.088 9.734 -11.378  0.14
H32 -15.300 9.851 -11.413  0.15
C10 -14.959 10.991 -5.935  -0.67
O8 -13.644 11.295 -5.891  -0.09
N11 -15.853 11.884 -5.728  0.20
N12 -15.371 9.816 -6.169  0.17
H33 -15.507 12.885 -5.671  0.12
H34 -16.807 11.630 -5.857  0.08
H35 -14.690 9.076 -5.927  0.09
H36 -16.312 9.470 -6.103  0.07
C11 -12.640 8.933 -3.705  -0.61
O9 -13.568 8.356 -4.574  -0.10
N13 -13.054 9.908 -2.926  0.08
N14 -11.477 8.554 -3.439  0.18
H37 -14.078 10.246 -3.063  0.09
H38 -12.677 10.048 -1.891  0.19
H39 -11.122 7.694 -3.992  0.18
H40 -10.776 9.229 -3.059  0.16
C12 -10.802 12.279 -9.344  -0.60
O10 -9.639 11.975 -8.504  -0.19
N15 -10.608 12.602 -10.574  0.16
N16 -12.003 12.194 -8.920  0.15
H41 -9.580 12.554 -10.823  0.16
H42 -11.364 12.461 -11.266  0.14
H43 -12.282 12.056 -7.935  0.12
H44 -12.738 12.535 -9.552  0.13
C13 -18.621 7.713 -6.341  -0.67
O11 -19.151 6.741 -7.205  -0.16
N17 -18.602 7.446 -5.124  0.14
N18 -18.157 8.914 -6.623  0.13
H45 -18.686 6.475 -4.878  0.11
H46 -17.958 8.020 -4.409  0.10
H47 -17.979 8.967 -7.667  0.06
H48 -18.313 9.785 -6.103  0.07
C14 -18.906 11.612 -4.455  -0.11
O12 -18.731 11.532 -5.863  -0.15
H49 -19.889 11.546 -4.203  0.05
H50 -18.648 12.632 -4.043  0.11
H51 -18.371 10.782 -4.061  0.05
H52 -19.088 12.300 -6.341  0.12
C15 -13.171 14.513 -6.885  -0.18
O13 -14.451 14.110 -6.789  -0.17
H53 -12.429 13.713 -6.665  0.08
H54 -13.030 15.527 -6.480  0.10
H55 -13.178 14.587 -7.963  0.07
H56 -14.998 14.922 -6.779  0.13

***

This record from the Open Molecules 2025 dataset describes C4H6N2O in the gas phase at a distorted geometry. The level of theory is ωB97M-V/def2-TZVPD.

Output
E_LUMO = -0.18 eV
net charge = 0
HOMO level = -6.83 eV

Last column: natural (NBO) charge in e.
Element x y z (Å)
N1 -1.769 0.182 0.572  -0.68
C1 -0.737 -0.038 -0.457  -0.06
C2 0.032 1.128 -0.776  -0.29
C3 1.404 0.940 -0.625  -0.50
C4 1.396 -0.355 -0.070  0.46
O1 2.455 -1.133 0.190  -0.67
N2 0.193 -0.946 0.077  -0.62
H1 -2.334 -0.651 0.752  0.42
H2 -2.367 0.954 0.275  0.43
H3 -0.442 2.047 -1.135  0.19
H4 -1.236 0.452 1.471  0.40
H5 3.184 -0.573 -0.121  0.51
H6 0.046 -1.941 0.148  0.41

***

This record from the Open Molecules 2025 dataset describes a 2-piece molecular cluster, C5H15N3 overall at a distorted geometry. The level of theory is ωB97M-V/def2-TZVPD.

Output
E_LUMO = 1.07 eV
net charge = 0
HOMO level = -8.12 eV
SMILES = N/C=C/N.CN(C)C

Last column: natural (NBO) charge in e.
Element x y z (Å)
N1 2.777 0.659 -1.816  -0.82
C1 1.896 1.600 -1.178  -0.01
C2 0.569 1.760 -1.398  -0.15
N2 -0.109 2.730 -0.556  -0.85
H1 2.348 -0.261 -1.967  0.37
H2 3.613 0.582 -1.232  0.37
H3 2.430 2.391 -0.583  0.20
H4 -0.031 1.124 -2.050  0.18
H5 -0.981 2.372 -0.209  0.36
H6 -0.341 3.600 -1.122  0.36
C3 0.107 -1.179 0.926  -0.44
N3 -1.262 -1.671 0.738  -0.42
C4 -1.419 -2.859 1.573  -0.43
C5 -2.223 -0.639 1.160  -0.41
H7 0.768 -1.916 0.480  0.20
H8 0.227 -0.886 2.020  0.17
H9 0.240 -0.254 0.302  0.21
H10 -2.434 -3.263 1.482  0.20
H11 -0.718 -3.662 1.330  0.20
H12 -1.186 -2.747 2.652  0.16
H13 -3.227 -1.076 1.081  0.20
H14 -2.122 0.219 0.547  0.19
H15 -2.010 -0.342 2.205  0.16

***

This record from the Open Molecules 2025 dataset describes C35H33ClN4OsS2Si2 as an isolated structure at a distorted geometry. The level of theory is ωB97M-V/def2-TZVPD.

Output
E_LUMO (spin up / spin down) = -5.05 / -8.22 eV
net charge = +2
HOMO level (spin up / spin down) = -11.92 / -13.08 eV
<S²> = 6.02
2S+1 = 5

Last column: Löwdin charge in e.
Element x y z (Å)
C1 2.851 -3.761 2.078  -0.19
C2 3.373 -2.731 1.256  -0.23
C3 2.966 -1.484 1.806  -0.22
H1 4.015 -2.865 0.393  0.12
C4 2.199 -1.746 2.967  -0.21
C5 2.137 -3.152 3.138  -0.22
H2 1.674 -3.667 3.972  0.13
H3 3.035 -4.821 1.964  0.15
H4 3.234 -0.501 1.443  0.13
H5 1.778 -0.989 3.621  0.14
Os1 1.329 -2.597 1.325  1.47
Si1 -0.073 -1.013 0.178  0.52
C6 0.716 -0.569 -1.472  -0.35
C7 -0.076 -0.446 -2.623  -0.13
H6 -1.136 -0.710 -2.583  0.09
C8 0.461 0.071 -3.801  -0.06
H7 -0.206 0.289 -4.638  0.13
C9 1.828 0.344 -3.894  -0.05
H8 2.250 0.742 -4.822  0.12
C10 2.647 0.123 -2.787  -0.07
H9 3.722 0.303 -2.849  0.12
C11 2.094 -0.307 -1.576  -0.16
H10 2.747 -0.414 -0.701  0.08
C12 0.099 0.407 1.445  -0.41
C13 0.994 1.464 1.240  -0.09
H11 1.562 1.534 0.310  0.10
C14 1.164 2.440 2.230  -0.04
H12 1.882 3.245 2.062  0.12
C15 0.432 2.376 3.415  -0.05
H13 0.593 3.118 4.203  0.12
C16 -0.511 1.358 3.590  -0.07
H14 -1.108 1.312 4.499  0.12
C17 -0.689 0.386 2.605  -0.15
H15 -1.443 -0.392 2.727  0.10
H16 -1.273 -1.921 0.091  0.00
Si2 -2.818 2.425 -1.287  0.42
C18 -2.782 3.793 -0.023  -0.31
C19 -2.440 5.113 -0.374  -0.08
H17 -2.292 5.375 -1.423  0.11
C20 -2.269 6.088 0.613  -0.07
H18 -1.941 7.089 0.335  0.11
C21 -2.500 5.781 1.955  -0.07
H19 -2.352 6.535 2.730  0.11
C22 -2.918 4.492 2.302  -0.08
H20 -3.093 4.238 3.349  0.11
C23 -3.097 3.511 1.319  -0.12
H21 -3.470 2.522 1.596  0.09
C24 -1.884 3.024 -2.766  -0.34
C25 -0.491 3.160 -2.833  -0.11
H22 0.138 2.812 -2.014  0.10
C26 0.097 3.728 -3.969  -0.08
H23 1.185 3.805 -4.025  0.11
C27 -0.692 4.193 -5.025  -0.06
H24 -0.225 4.668 -5.893  0.11
C28 -2.085 4.043 -4.968  -0.06
H25 -2.713 4.396 -5.788  0.11
C29 -2.675 3.438 -3.853  -0.10
H26 -3.758 3.289 -3.812  0.10
H27 -4.157 1.874 -1.652  0.00
Cl1 -2.091 0.662 -0.429  0.47
N1 2.934 -3.653 -1.745  0.12
C30 2.010 -4.505 -1.249  -0.62
N2 1.215 -4.282 -0.209  -0.05
C31 0.439 -5.388 0.101  -0.32
C32 0.666 -6.479 -0.727  -0.31
S1 1.854 -6.133 -1.915  1.13
C33 -0.389 -5.267 1.267  -0.32
C34 -1.241 -6.188 1.869  -0.31
S2 -1.914 -5.577 3.327  1.12
C35 -1.000 -4.077 3.077  -0.63
N3 -0.268 -4.079 1.970  -0.06
N4 -1.027 -3.118 4.020  0.13
H28 3.521 -4.012 -2.493  0.12
H29 2.782 -2.647 -1.707  0.08
H30 0.164 -7.431 -0.610  0.09
H31 -1.426 -7.176 1.467  0.09
H32 -1.626 -3.270 4.824  0.12
H33 -0.640 -2.195 3.854  0.09